[1]
DFT (the ωB97M-V functional and the def2-TZVPD basis) results for a structure of composition C3H3MnO2 at a distorted geometry.

Atoms and positions in Å:
1 C 1.379 0.558 -0.885
2 C 0.314 0.725 0.184
3 H 0.944 0.876 -1.852
4 H -0.411 1.457 -0.229
5 H 0.614 0.926 1.222
6 O 0.576 -1.117 -0.934
7 C -0.185 -0.677 -0.034
8 Mn -2.313 -1.360 1.818
9 O -0.917 -1.388 0.711

Forces on the atoms, in the same order (eV/Å):
-3.910 -2.612 -0.583
-0.394 0.886 0.302
1.636 0.042 -0.121
0.396 0.027 0.739
-0.144 0.096 -0.386
1.828 1.067 -1.415
0.504 -0.343 2.693
-2.266 -0.105 1.819
2.351 0.942 -3.049

Values from the calculation:
orbital gap (alpha / beta): 8.5 / 4.3 eV
spin multiplicity: 6
HOMO (alpha / beta): -13.36 / -10.84 eV
charge: +1
strongest force on any atom: 4.7 eV/A
LUMO level (alpha / beta): -4.836 / -6.579 eV
ΔE to the lowest compared entry with this formula, charge and spin: 99.01 kcal per mole



[2]
DFT (the ωB97M-V functional and the def2-TZVPD basis) results for an isolated molecule of C23H18ClN3O6S.

Atoms and positions in Å:
1 C 4.343 0.649 1.790
2 H 4.154 1.703 1.591
3 O 3.588 -0.057 0.834
4 C 3.729 -1.415 0.782
5 C 4.371 -2.187 1.738
6 C 4.403 -3.569 1.619
7 C 3.795 -4.191 0.547
8 C 3.175 -3.427 -0.428
9 C 3.142 -2.045 -0.326
10 N 2.533 -1.250 -1.299
11 S 3.330 0.083 -1.943
12 O 4.741 0.023 -1.707
13 O 2.881 0.152 -3.304
14 C 2.618 1.491 -1.094
15 C 1.281 1.463 -0.763
16 C 0.696 2.573 -0.158
17 C 1.503 3.695 0.083
18 C 2.841 3.715 -0.266
19 C 3.407 2.599 -0.864
20 H 4.446 2.574 -1.145
21 H 3.432 4.596 -0.072
22 Cl 0.811 5.097 0.834
23 N -0.642 2.625 0.213
24 C -1.607 1.675 0.044
25 O -1.451 0.591 -0.457
26 C -2.966 2.147 0.583
27 N -3.964 1.150 0.312
28 C -4.196 0.061 1.145
29 O -3.713 -0.077 2.239
30 C -5.157 -0.792 0.406
31 C -5.756 -1.982 0.759
32 C -6.631 -2.562 -0.156
33 C -6.892 -1.962 -1.378
34 C -6.289 -0.759 -1.732
35 C -5.421 -0.186 -0.827
36 C -4.634 1.067 -0.904
37 O -4.568 1.893 -1.777
38 H -6.487 -0.286 -2.682
39 H -7.574 -2.436 -2.067
40 H -7.114 -3.496 0.090
41 H -5.549 -2.444 1.711
42 H -3.262 3.077 0.089
43 H -2.903 2.289 1.666
44 H -0.911 3.503 0.644
45 H 0.692 0.584 -0.961
46 H 2.072 -1.765 -2.035
47 H 2.712 -3.900 -1.282
48 H 3.812 -5.266 0.456
49 H 4.904 -4.153 2.375
50 H 4.844 -1.723 2.588
51 H 5.411 0.444 1.681
52 H 4.021 0.410 2.809

Forces on the atoms, in the same order (eV/Å):
0.086 0.135 0.164
0.033 -0.049 0.062
-0.085 -0.688 0.115
-0.083 -0.135 0.093
0.004 0.215 0.011
-0.016 -0.064 -0.039
0.009 -0.054 0.060
-0.041 0.255 -0.027
0.495 -0.080 0.698
0.094 0.799 -0.448
-0.069 -0.044 -0.528
-0.201 0.057 0.334
-0.346 -0.058 0.053
0.113 -0.203 -0.159
-0.197 -0.028 -0.017
0.397 -0.053 -0.157
0.105 -0.179 -0.081
-0.107 -0.138 -0.071
0.122 -0.051 -0.073
0.167 0.082 0.011
0.012 0.064 0.020
-0.026 0.137 0.069
0.000 0.408 0.184
-0.302 0.322 0.209
0.051 -0.198 -0.105
-0.132 -0.304 -0.101
0.304 0.467 0.150
0.066 0.126 0.201
0.007 -0.095 -0.026
-0.354 -0.129 -0.578
0.095 0.133 0.015
0.045 -0.020 0.112
0.002 0.081 -0.093
0.105 0.109 0.065
-0.158 -0.579 0.338
0.013 0.228 -0.017
0.006 -0.072 -0.068
-0.017 0.048 -0.096
-0.052 -0.041 -0.048
-0.039 -0.070 0.014
0.024 -0.045 0.096
0.063 -0.067 0.099
0.010 0.042 -0.129
-0.102 -0.280 -0.097
-0.088 -0.011 0.057
-0.038 0.121 -0.188
-0.029 -0.049 -0.121
-0.003 -0.088 -0.015
0.039 -0.048 0.063
0.021 0.090 0.063
-0.028 -0.010 -0.003
0.025 0.010 -0.067

Values from the calculation:
orbital gap: 8.0 eV
SMILES string: COc1ccccc1NS(=O)(=O)c1ccc(Cl)c(NC(=O)CN2C(=O)c3ccccc3C2=O)c1
spin multiplicity: 1
HOMO: -8.41 eV
strongest force on any atom: 0.9 eV/A
LUMO level: -0.418 eV
ΔE to the lowest compared entry with this formula, charge and spin: 0.00 kcal per mole



[3]
DFT (the ωB97M-V functional and the def2-TZVPD basis) results for a structure of composition C10H13N3O5Pm at a distorted geometry.

Atoms and positions in Å:
1 O 0.284 -0.074 -3.824
2 C -0.358 0.017 -2.885
3 Pm -0.686 -0.219 0.841
4 O 1.991 -2.011 -0.832
5 C 1.061 -1.509 -0.372
6 C -1.270 1.869 -0.381
7 O -1.462 2.817 -1.025
8 C -1.800 -1.858 -0.728
9 O -2.167 -2.487 -1.634
10 C 1.160 1.028 -0.224
11 O 2.091 1.607 -0.591
12 C 2.227 -0.038 4.803
13 N 0.801 -0.018 5.105
14 C 0.422 -0.343 6.472
15 C -0.026 -0.112 4.046
16 N 0.497 -0.302 2.823
17 N -1.380 0.003 4.218
18 C -1.967 0.753 5.323
19 C -2.276 -0.162 3.070
20 H 2.796 0.073 5.731
21 H 2.480 0.781 4.121
22 H 2.515 -0.982 4.317
23 H 0.016 0.525 7.013
24 H -0.330 -1.147 6.513
25 H 1.322 -0.681 7.003
26 H 1.529 -0.322 2.830
27 H -2.933 1.126 4.957
28 H -2.156 0.091 6.182
29 H -1.346 1.618 5.603
30 H -2.283 0.752 2.427
31 H -2.094 -1.113 2.536
32 H -3.303 -0.230 3.441

Forces on the atoms, in the same order (eV/Å):
-1.889 0.278 2.479
1.950 -0.266 -2.307
-0.038 -0.316 1.863
-4.049 2.109 1.900
5.125 -3.339 -2.476
-1.794 6.294 -3.809
0.966 -4.775 3.254
-2.580 -4.203 -5.439
1.794 3.121 4.697
5.677 3.636 -1.958
-4.227 -2.593 1.558
0.620 0.065 -0.056
-0.598 -0.311 -1.386
-0.499 -0.072 1.199
0.381 0.270 1.923
-0.576 0.412 -1.802
0.326 -0.481 -1.418
-0.649 0.293 0.687
0.431 0.164 1.267
-0.131 0.040 -0.361
0.099 0.068 0.322
0.062 0.021 0.380
0.306 -0.285 -0.188
0.383 0.205 -0.145
-0.390 0.055 -0.203
-0.836 -0.254 0.101
0.310 0.058 0.377
0.046 0.479 -0.270
-0.222 -0.398 -0.100
-0.023 -0.074 -0.099
-0.109 -0.083 0.190
0.133 -0.117 -0.179

Values from the calculation:
orbital gap (alpha / beta): 5.8 / 5.9 eV
spin multiplicity: 5
HOMO (alpha / beta): -19.14 / -19.15 eV
charge: +3
strongest force on any atom: 7.6 eV/A
LUMO level (alpha / beta): -13.296 / -13.209 eV
ΔE to the lowest compared entry with this formula, charge and spin: 0.00 kcal per mole



[4]
DFT (the ωB97M-V functional and the def2-TZVPD basis) results for a structure of composition C25H30N7PRuS at a distorted geometry.

Atoms and positions in Å:
1 Ru -0.006 -0.200 0.028
2 C -1.644 -3.033 -0.071
3 N -0.641 -2.370 -0.923
4 C 0.610 -3.125 -1.075
5 C 1.529 -2.648 -0.018
6 N 1.585 -1.353 0.291
7 C 2.616 -1.211 1.251
8 C 3.156 -0.094 1.872
9 C 4.211 -0.297 2.737
10 C 4.724 -1.583 2.979
11 C 4.207 -2.695 2.355
12 C 3.150 -2.476 1.479
13 N 2.429 -3.347 0.660
14 C -2.209 -2.045 0.877
15 N -1.546 -0.946 1.233
16 C -2.338 -0.325 2.233
17 C -2.121 0.807 3.004
18 C -3.098 1.156 3.914
19 C -4.264 0.387 4.066
20 C -4.478 -0.754 3.325
21 C -3.485 -1.089 2.413
22 N -3.357 -2.166 1.532
23 H -1.163 -3.824 0.510
24 H -2.434 -3.506 -0.657
25 H -1.031 -2.195 -1.842
26 H 1.050 -2.878 -2.043
27 H 0.476 -4.208 -1.046
28 H 2.780 0.892 1.665
29 H 4.668 0.548 3.233
30 H 5.552 -1.701 3.664
31 H 4.610 -3.683 2.538
32 H 2.596 -4.339 0.563
33 H -1.204 1.361 2.913
34 H -2.966 2.034 4.532
35 H -5.003 0.687 4.797
36 H -5.368 -1.354 3.457
37 H -4.023 -2.917 1.419
38 N -1.188 1.624 -6.725
39 C -0.217 1.956 -5.867
40 S 0.942 3.074 -6.093
41 C -0.242 1.299 -4.527
42 C 0.933 0.762 -3.992
43 C 0.921 0.258 -2.717
44 N -0.203 0.252 -1.957
45 C -1.338 0.751 -2.467
46 C -1.395 1.274 -3.742
47 H -1.218 2.079 -7.626
48 H -1.838 0.875 -6.560
49 H 1.845 0.762 -4.575
50 H 1.819 -0.145 -2.267
51 H -2.220 0.720 -1.836
52 H -2.325 1.698 -4.100
53 C -0.925 3.037 0.011
54 P 0.529 2.070 0.487
55 C 0.908 2.664 2.158
56 C 1.876 2.712 -0.528
57 H -0.725 4.079 0.266
58 H -1.813 2.707 0.554
59 H -1.107 2.964 -1.060
60 H 1.305 3.676 2.055
61 H 1.642 2.046 2.664
62 H 0.012 2.711 2.768
63 H 1.815 3.801 -0.493
64 H 1.796 2.389 -1.564
65 H 2.843 2.397 -0.133

Forces on the atoms, in the same order (eV/Å):
-1.605 -1.176 -0.975
-0.013 -0.157 -0.064
0.024 0.470 0.301
-0.017 -0.113 -0.148
0.260 -0.022 -0.096
0.495 0.546 0.492
-0.048 -0.073 -0.268
0.001 -0.058 -0.010
0.050 -0.049 0.014
0.032 0.114 0.074
-0.059 -0.124 -0.068
0.017 -0.018 0.036
0.107 -0.040 0.034
-0.043 0.010 0.071
-0.029 0.897 0.691
0.058 -0.276 -0.143
-0.008 -0.002 -0.046
-0.050 -0.002 -0.001
0.038 0.098 0.071
-0.035 -0.128 -0.071
-0.059 0.029 0.036
-0.087 -0.029 0.031
0.001 -0.020 -0.001
0.039 -0.026 -0.057
-0.073 0.033 0.004
0.000 -0.051 -0.033
-0.075 0.005 0.001
0.093 0.042 -0.016
-0.013 0.004 -0.004
-0.009 0.018 0.003
-0.002 0.007 -0.040
0.012 -0.004 -0.016
-0.012 0.024 0.045
0.013 -0.027 0.015
0.008 0.018 -0.016
0.023 -0.003 -0.009
0.017 -0.020 0.014
0.004 0.023 0.107
-0.131 -0.092 -0.047
0.143 0.155 -0.004
-0.038 -0.017 -0.072
-0.066 -0.088 -0.059
-0.188 -0.051 -0.165
1.264 0.400 -0.018
-0.056 -0.110 0.109
-0.028 -0.011 -0.057
0.013 0.025 -0.020
0.023 -0.035 0.003
0.000 0.038 0.011
-0.013 -0.013 0.040
0.013 0.060 0.054
-0.009 -0.070 -0.020
-0.073 -0.101 -0.039
-0.013 -0.299 0.381
0.039 0.025 -0.084
0.055 -0.087 -0.071
-0.055 0.018 -0.022
0.008 0.026 0.024
0.014 0.078 0.000
0.006 0.006 0.031
-0.016 0.023 0.087
0.001 0.111 0.004
0.080 0.006 -0.014
-0.021 0.070 0.004
-0.005 0.013 -0.012

Values from the calculation:
orbital gap (alpha / beta): 5.2 / 5.3 eV
spin multiplicity: 2
HOMO (alpha / beta): -15.46 / -15.46 eV
charge: +3
strongest force on any atom: 2.2 eV/A
LUMO level (alpha / beta): -10.275 / -10.200 eV
ΔE to the lowest compared entry with this formula, charge and spin: 5.04 kcal per mole